Formula: C4H8N2O
Source: OMol25
Level of theory: the ωB97M-V functional and the def2-TZVPD basis

Element x y z (Å)
1 C 1.141825 0.965164 -2.293436
2 C 0.924849 -0.176949 -1.643417
3 C -0.022500 -0.239581 -0.221686
4 N -1.181427 0.458231 -0.268137
5 N 0.636150 -0.871734 0.630803
6 C -0.310459 -0.982513 2.014740
7 O -0.867330 0.202354 2.519537
8 H 0.746691 1.912790 -1.938313
9 H 1.759661 0.997622 -3.188660
10 H 1.355279 -1.123684 -1.954925
11 H -1.518680 0.685847 -1.195561
12 H -1.783405 0.398037 0.546630
13 H -1.102444 -1.713665 1.849863
14 H 0.399547 -1.388533 2.736460
15 H -0.177757 0.876612 2.406103

Atomic forces in eV per Å
0.0 -0.4 0.2
-2.2 0.8 1.9
3.2 0.7 -5.1
-0.1 -0.3 0.1
-2.8 -0.7 4.6
2.4 -0.7 -1.4
0.3 0.4 -0.7
-0.1 -0.1 -0.1
0.0 0.0 0.2
-0.1 0.1 0.2
-0.1 -0.1 0.5
-0.1 0.3 -0.4
0.0 0.2 -0.2
0.0 -0.1 -0.1
-0.3 -0.1 0.3

## Properties
- E_LUMO (eV) = 0.9
- structure (SMILES) = C=C/C(N)=N/CO

These are the Löwdin partial charges, in e, on atoms 1 to 8: -0.0366, -0.0755, -0.4718, 0.1351, 0.0886, -0.2200, -0.0865, 0.0513

***

Formula: C4H8N2O
Source: OMol25
Level of theory: the ωB97M-V functional and the def2-TZVPD basis

Element x y z (Å)
1 C 2.163877 -0.172787 0.491244
2 C 0.821422 -0.184139 -0.142868
3 C 0.027858 0.872771 -0.470570
4 N -0.950507 0.357594 -1.285014
5 C -0.718878 -0.976555 -1.381680
6 N 0.394093 -1.325532 -0.798902
7 H 2.493682 -1.141943 0.861539
8 H 2.938410 0.209958 -0.178858
9 H 2.252515 0.507265 1.346714
10 H 0.247047 1.919471 -0.348347
11 H -1.734091 0.822781 -1.704543
12 H -1.362284 -1.592942 -1.985814
13 O -1.967841 0.081245 1.606444
14 H -1.749097 0.210537 2.533094
15 H -2.856206 0.412276 1.457560

Atomic forces in eV per Å
0.8 0.6 0.8
0.7 -0.3 -1.0
0.5 0.0 -0.2
-0.2 -0.1 0.2
0.2 0.2 -0.7
-0.6 0.0 0.9
-0.3 -0.1 -0.2
-0.1 -0.3 -0.3
-0.4 0.0 0.0
-0.5 0.1 0.2
0.0 0.2 0.1
0.0 -0.2 0.0
0.1 -0.2 -0.2
-0.2 0.1 0.0
-0.1 0.0 0.3

## Properties
- E_LUMO (eV) = 0.7
- structure (SMILES) = Cc1c[nH]cn1.O

These are the Löwdin partial charges, in e, on atoms 1 to 8: -0.0606, -0.3696, -0.0982, 0.0398, -0.2188, 0.0986, 0.0711, 0.0726

***

Sequential E output: -341.88899, -341.95905 a.u.
Sequential energy relative to the best compared isomer or geometry (same formula, charge and spin) output: 301.0, 117.1 kJ/mol
Sequential gap between HOMO and LUMO output: 10.19, 8.90 eV